Formula: C26H63AgO18P4
Source: OMol25
Level of theory: ωB97M-V/def2-TZVPD

## Properties
⟨S²⟩: 0.76
Total charge: +1
Energy relative to the best compared isomer or geometry (same formula, charge and spin) in kcal per mole: 0.00
Kohn-Sham gap (alpha / beta) in eV: 5.12 / 4.74
LUMO energy (alpha / beta) in eV: -6.394 / -6.777
Spin multiplicity: 2
Electronic energy in eV: -105992.1673

Geometry as XYZ:
```
112
Properties=species:S:1:pos:R:3:forces:R:3:mulliken_spin:R:1
Ag 21.07692 -4.89874 -23.05181 0.2 -0.3 0.6 -0.01
C 18.85740 -5.24307 -18.08091 0.4 -1.4 0.4 -0.01
C 19.52897 -5.27711 -19.41440 -2.5 -0.2 2.0 -0.07
O 19.95132 -4.19039 -19.83439 1.4 1.2 -1.8 0.67
O 19.53668 -6.22888 -20.19889 0.8 0.0 -0.9 0.39
H 18.54148 -6.26474 -17.87002 -0.1 -0.1 0.1 0.02
H 17.96611 -4.61762 -18.03068 0.3 0.3 -0.3 0.00
H 19.60084 -4.99275 -17.32413 -0.2 0.3 0.1 0.00
C 30.48462 -6.99183 -16.16987 0.5 -1.3 -0.6 0.00
C 29.04834 -6.58189 -15.86961 1.7 -1.1 -1.1 0.00
O 29.15506 -5.18150 -15.78955 -1.3 1.3 0.5 0.00
P 28.40613 -4.29175 -14.69839 -0.7 1.1 0.2 0.00
O 28.04761 -2.91032 -15.14754 0.8 -2.0 0.5 0.00
O 29.41577 -4.38498 -13.43993 -1.9 -0.7 -0.5 0.00
C 30.51642 -3.49383 -13.30640 0.5 0.9 -0.8 0.00
C 31.69269 -3.89447 -14.19312 0.6 -0.4 0.2 0.00
O 27.09646 -5.19052 -14.26935 2.7 0.5 -0.2 0.00
C 26.09298 -5.43779 -15.22688 -2.2 0.2 0.0 0.00
C 24.93747 -4.48347 -14.95850 -0.6 -0.1 -0.4 0.00
H 31.21932 -6.53484 -15.50694 -0.3 0.1 0.1 0.00
H 30.63255 -8.07092 -16.12755 -0.2 -0.2 0.5 0.00
H 30.80024 -6.81601 -17.19825 -0.2 0.7 0.0 0.00
H 28.40937 -6.82562 -16.71839 -0.1 0.0 0.0 0.00
H 28.70519 -7.16575 -15.01553 -0.2 0.8 0.5 0.00
H 30.19257 -2.49705 -13.60581 -0.1 0.1 0.0 0.00
H 30.76118 -3.41193 -12.24740 0.1 -0.5 -0.1 0.00
H 31.53571 -3.75867 -15.26317 -0.3 0.2 0.1 0.00
H 32.59960 -3.35017 -13.92976 -0.2 0.4 0.1 0.00
H 32.00055 -4.93319 -14.07324 -0.3 -0.2 0.2 0.00
H 26.24855 -5.43382 -16.30571 1.4 0.7 -0.1 0.00
H 25.74618 -6.46626 -15.12648 0.1 -0.1 0.7 0.00
H 24.62081 -4.47638 -13.91553 0.2 -0.1 0.0 0.00
H 25.10106 -3.45439 -15.27838 0.5 0.0 0.1 0.00
H 24.09281 -4.81226 -15.56393 -0.3 -0.2 0.0 0.00
C 23.91870 -9.68522 -18.27189 -1.8 -0.6 0.6 0.00
C 23.59464 -8.93018 -19.52565 -0.2 -0.6 -0.1 0.00
O 24.62708 -7.98713 -19.58376 2.4 2.6 -2.1 0.00
P 25.10561 -7.33402 -20.98791 0.6 -0.9 -0.6 0.00
O 23.98778 -6.65156 -21.73747 1.5 -0.3 0.9 0.00
O 26.50323 -6.46720 -20.68381 -2.8 -1.9 -0.3 0.00
C 26.49227 -5.10876 -21.07286 -0.9 1.9 0.8 0.00
C 25.80749 -4.17633 -19.99707 1.1 0.2 -0.8 0.00
O 25.74017 -8.61388 -21.81779 -0.8 2.1 2.9 0.00
C 25.79154 -8.46575 -23.22783 -0.6 -1.4 0.1 0.00
C 26.87589 -9.36614 -23.71757 0.9 0.0 -0.8 0.00
H 23.76711 -9.08253 -17.37640 0.6 0.5 -0.1 0.00
H 23.09112 -10.38077 -18.13256 0.3 -0.8 -0.1 0.00
H 24.89857 -10.16266 -18.27592 -0.2 0.0 -0.1 0.00
H 23.58487 -9.55044 -20.42191 0.3 -0.3 0.0 0.00
H 22.62203 -8.43841 -19.54336 -0.1 0.2 0.5 0.00
H 27.53111 -4.82091 -21.23427 0.1 0.0 0.5 0.00
H 26.04912 -4.93380 -22.05321 -0.4 -0.4 0.0 0.00
H 25.87811 -3.15773 -20.37859 0.4 0.2 0.0 0.00
H 24.74561 -4.21891 -19.75478 -0.1 -1.0 -0.4 0.00
H 26.37046 -4.22181 -19.06481 0.0 0.0 0.0 0.00
H 24.84689 -8.93539 -23.50197 -0.2 0.7 -0.9 0.00
H 25.88877 -7.42112 -23.52343 0.0 -0.1 -0.2 0.00
H 27.87479 -8.99533 -23.48783 0.0 0.2 0.0 0.00
H 26.84339 -10.38744 -23.33811 -0.4 0.1 0.2 0.00
H 26.76097 -9.42827 -24.79972 0.3 0.0 -0.1 0.00
C 16.81485 -10.75542 -19.35421 -0.2 0.7 -0.8 0.00
C 17.63217 -11.42778 -18.29746 0.5 0.4 0.1 0.00
O 16.87949 -11.82670 -17.16463 -0.6 -1.3 0.8 0.00
P 17.13847 -13.21281 -16.37735 0.7 -0.4 -1.1 0.00
O 17.38626 -14.39873 -17.26377 -0.5 1.7 1.5 0.00
O 18.37261 -12.79486 -15.41569 -0.9 -0.1 -0.7 0.00
C 18.74483 -13.73204 -14.40215 -0.3 -0.6 1.3 0.00
C 20.23847 -13.85034 -14.25142 0.5 0.4 -1.5 0.00
O 15.89320 -13.30971 -15.38233 2.5 1.3 0.3 0.00
C 14.68122 -13.88546 -15.76400 -0.2 -1.1 -0.9 0.00
C 13.78139 -13.95200 -14.60447 -1.1 0.8 1.2 0.00
H 16.02490 -11.28174 -19.89001 0.0 -0.5 0.5 0.00
H 16.40545 -9.80525 -19.01117 -0.2 -0.1 0.2 0.00
H 17.52976 -10.47700 -20.12847 0.1 0.1 -0.2 0.00
H 18.25027 -12.21788 -18.72382 -0.2 -0.3 0.2 0.00
H 18.29230 -10.65055 -17.91246 0.4 -0.1 -0.1 0.00
H 18.29986 -13.42326 -13.45625 -0.2 0.2 0.0 0.00
H 18.30669 -14.70338 -14.63159 0.1 -0.1 -0.1 0.00
H 20.74220 -12.90330 -14.05783 -0.3 0.1 0.5 0.00
H 20.60028 -14.62073 -13.57046 -0.4 0.1 0.0 0.00
H 20.58016 -14.07912 -15.26088 0.4 -0.4 0.0 0.00
H 14.22717 -13.23335 -16.51012 0.0 -0.5 -0.5 0.00
H 14.95939 -14.88831 -16.08803 -0.6 0.0 -0.7 0.00
H 12.81206 -14.39102 -14.84056 0.2 -0.4 -0.1 0.00
H 14.21991 -14.42169 -13.72402 0.0 -0.1 -0.2 0.00
H 13.51913 -12.92593 -14.34658 0.1 0.1 0.4 0.00
C 9.13676 -7.61148 -11.87242 -0.6 -0.3 -0.8 0.00
C 9.27830 -6.11162 -12.01925 -0.5 -1.0 1.8 0.00
O 10.24446 -5.86269 -13.00993 1.4 0.7 -0.7 0.00
P 11.50665 -4.91339 -12.74170 0.4 0.4 0.6 0.00
O 12.07795 -4.97485 -11.36644 -0.8 0.2 -1.6 0.00
O 12.53786 -5.33664 -13.92638 -3.3 -0.3 1.0 0.00
C 13.68811 -4.61987 -14.21829 1.8 0.0 -0.2 0.00
C 14.81612 -5.07562 -13.28419 0.2 1.2 0.3 0.00
O 10.94895 -3.45817 -13.20265 1.0 -1.1 0.3 0.00
C 9.99918 -2.72796 -12.41963 -0.7 1.5 -0.5 0.00
C 8.71191 -2.58515 -13.27041 0.3 -0.6 0.3 0.00
H 9.10769 -8.03740 -12.87535 0.0 -0.1 -0.1 0.00
H 9.94847 -8.11489 -11.34725 0.0 0.3 0.2 0.00
H 8.17067 -7.84527 -11.42508 0.1 -0.1 0.3 0.00
H 8.31198 -5.65015 -12.22267 0.1 0.0 -0.7 0.00
H 9.52600 -5.74225 -11.02410 0.6 0.4 -0.1 0.00
H 14.00347 -4.88344 -15.22784 -0.3 -0.3 -0.2 0.00
H 13.49092 -3.55044 -14.29260 0.1 0.2 0.6 0.00
H 14.74467 -6.13654 -13.04454 0.0 0.0 -0.4 0.00
H 15.77642 -4.81252 -13.72772 0.1 -0.3 -0.2 0.00
H 14.81476 -4.54720 -12.33085 -0.3 0.0 0.1 0.00
H 9.84777 -3.08553 -11.40114 -0.1 -0.8 -0.2 0.00
H 10.42093 -1.74062 -12.23153 0.2 0.1 -0.3 0.00
H 7.90298 -2.00003 -12.83294 0.2 -0.2 0.5 0.00
H 8.87036 -2.11263 -14.23979 0.5 -0.1 0.0 0.00
H 8.36711 -3.60066 -13.46519 -0.3 0.1 -0.1 0.00
```
Forces are in eV/Å.